one.
{
  "formula": "C3H2N2O2",
  "method": "wB97M-V/def2-TZVPD",
  "lumo_energy_ev": -0.249,
  "molar_mass_g_mol": 98.06,
  "smiles": "[H]/N=C(/C#N)OC=O",
  "elements": ["H", "N", "C", "C", "N", "O", "C", "O", "H"],
  "positions_angstrom": [[-1.28, 1.26, 1.85], [-0.44, 0.72, 2.07], [-0.03, 0.13, 1.04], [1.15, -0.68, 0.87], [1.85, -1.22, 0.12], [-0.84, 0.21, -0.28], [-0.29, -0.07, -1.53], [0.81, -0.48, -1.74], [-0.93, 0.11, -2.41]],
  "mulliken_charge": [0.301, -0.560, 0.482, 0.310, -0.311, -0.328, 0.155, -0.428, 0.380]
}

two.
{
  "formula": "C3H2N2O2",
  "method": "wB97M-V/def2-TZVPD",
  "lumo_energy_ev": 0.132,
  "molar_mass_g_mol": 98.06,
  "elements": ["C", "C", "C", "N", "N", "O", "O", "H", "H"],
  "positions_angstrom": [[-2.08, 0.33, 0.18], [2.24, -0.14, 0.08], [1.28, 0.32, -0.85], [-2.49, 1.44, 0.39], [1.49, -0.97, -0.70], [-1.67, -0.75, 0.01], [3.00, -0.17, 0.98], [-3.30, 1.84, 0.81], [1.53, -1.89, -0.90]],
  "mulliken_charge": [0.585, 0.784, -0.633, -0.436, 0.088, -0.419, -0.469, 0.278, 0.223]
}

The energy of each structure relative to the most stable one, in eV, is as follows: one 0.000; two 1.836.

one.
{
  "formula": "C3H2N2O2",
  "method": "wB97M-V/def2-TZVPD",
  "lumo_energy_ev": -1.059,
  "molar_mass_g_mol": 98.06,
  "elements": ["N", "C", "O", "C", "O", "C", "N", "H", "H"],
  "positions_angstrom": [[-1.99, -1.19, 0.19], [-1.00, -0.43, 0.13], [0.46, -0.57, -0.53], [1.39, 0.43, -0.18], [1.97, 0.77, -1.17], [-0.82, 0.96, 0.46], [0.03, 1.75, 0.39], [-1.85, -2.15, -0.14], [1.81, 0.44, 0.85]],
  "mulliken_charge": [-0.543, 0.456, -0.321, 0.247, -0.443, 0.297, -0.357, 0.301, 0.363]
}

two.
{
  "formula": "C3H2N2O2",
  "method": "wB97M-V/def2-TZVPD",
  "lumo_energy_ev": [-1.444, -1.444],
  "molar_mass_g_mol": 98.06,
  "smiles": "C=C(C#N)[N+](=O)[O-]",
  "elements": ["C", "C", "C", "N", "N", "O", "O", "H", "H"],
  "positions_angstrom": [[1.32, 0.00, 0.09], [-0.01, -0.07, -0.02], [-0.54, -1.38, -0.04], [-0.87, -2.47, -0.10], [-0.96, 1.01, -0.08], [-2.12, 0.76, -0.04], [-0.50, 2.12, -0.09], [1.94, 0.97, 0.06], [1.74, -0.93, 0.21]],
  "mulliken_charge": [-0.770, 0.374, 0.260, -0.372, 0.989, -0.553, -0.585, 0.283, 0.373]
}

The energy of each structure relative to the most stable one, in eV, is as follows: one 0.000; two 0.579.

one.
{
  "formula": "C3H2N2O2",
  "method": "wB97M-V/def2-TZVPD",
  "lumo_energy_ev": -0.093,
  "molar_mass_g_mol": 98.06,
  "smiles": "[H]/N=C(/C#N)OC=O",
  "elements": ["H", "N", "C", "C", "N", "O", "C", "O", "H"],
  "positions_angstrom": [[2.36, 0.70, 1.18], [2.11, -0.10, 0.59], [0.93, -0.09, 0.17], [0.35, -1.11, -0.70], [-0.51, -1.58, -1.32], [-0.06, 0.85, 0.36], [-1.39, 0.51, -0.02], [-1.97, 1.15, -0.83], [-1.82, -0.33, 0.55]],
  "mulliken_charge": [0.285, -0.598, 0.482, 0.392, -0.388, -0.318, 0.074, -0.385, 0.457]
}

two.
{
  "formula": "C3H2N2O2",
  "method": "wB97M-V/def2-TZVPD",
  "lumo_energy_ev": -0.104,
  "molar_mass_g_mol": 98.06,
  "smiles": "[H]/N=C(/C#N)OC=O",
  "elements": ["H", "N", "C", "C", "N", "O", "C", "O", "H"],
  "positions_angstrom": [[0.61, 1.85, 1.74], [0.28, 0.90, 1.90], [0.10, 0.29, 0.82], [-0.36, -1.10, 0.80], [-0.72, -2.18, 0.62], [0.31, 0.80, -0.43], [0.01, 0.00, -1.54], [0.85, -0.53, -2.17], [-1.07, -0.03, -1.75]],
  "mulliken_charge": [0.290, -0.589, 0.576, 0.206, -0.323, -0.314, 0.114, -0.376, 0.416]
}

The energy of each structure relative to the most stable one, in eV, is as follows: one 0.276; two 0.000.

one.
{
  "formula": "C3H2N2O2",
  "method": "wB97M-V/def2-TZVPD",
  "lumo_energy_ev": -0.250,
  "molar_mass_g_mol": 98.06,
  "smiles": "[H]/N=C(/C#N)OC=O",
  "elements": ["H", "N", "C", "C", "N", "O", "C", "O", "H"],
  "positions_angstrom": [[-0.60, -0.74, -1.79], [0.25, -1.05, -1.33], [0.59, -0.29, -0.40], [1.78, -0.55, 0.40], [2.71, -0.74, 1.06], [-0.01, 0.90, -0.01], [-1.26, 0.82, 0.55], [-1.88, -0.18, 0.69], [-1.57, 1.83, 0.83]],
  "mulliken_charge": [0.282, -0.511, 0.580, 0.202, -0.335, -0.278, 0.140, -0.427, 0.347]
}

two.
{
  "formula": "C3H2N2O2",
  "method": "wB97M-V/def2-TZVPD",
  "lumo_energy_ev": -0.710,
  "molar_mass_g_mol": 98.06,
  "smiles": "C=NC#N.O=C=O",
  "elements": ["C", "N", "C", "N", "H", "H", "O", "C", "O"],
  "positions_angstrom": [[1.93, 0.05, -0.23], [0.78, -0.41, -0.38], [-0.02, -1.22, 0.17], [-0.90, -1.85, 0.62], [2.72, -0.28, 0.50], [2.13, 0.81, -0.85], [-2.89, 0.40, -0.66], [-2.16, 0.92, 0.04], [-1.58, 1.59, 0.80]],
  "mulliken_charge": [-0.202, -0.364, 0.540, -0.483, 0.239, 0.292, -0.333, 0.703, -0.392]
}

three.
{
  "formula": "C3H2N2O2",
  "method": "wB97M-V/def2-TZVPD",
  "lumo_energy_ev": -0.954,
  "molar_mass_g_mol": 98.06,
  "smiles": "[H]/N=C(/C#N)OC=O",
  "elements": ["H", "N", "C", "C", "N", "O", "C", "O", "H"],
  "positions_angstrom": [[-1.88, -2.15, -0.12], [-2.01, -1.19, 0.19], [-1.00, -0.44, 0.12], [-0.82, 0.94, 0.45], [0.02, 1.75, 0.40], [0.48, -0.58, -0.53], [1.40, 0.43, -0.18], [1.98, 0.79, -1.17], [1.82, 0.45, 0.84]],
  "mulliken_charge": [0.301, -0.535, 0.442, 0.315, -0.364, -0.325, 0.236, -0.438, 0.369]
}

The energy of each structure relative to the most stable one, in eV, is as follows: one 0.000; two 0.074; three 2.660.